No. 1
Density functional theory data (ωB97M-V/def2-TZVPD) for a structure of composition C45H98AgAs2F12NO17 at a distorted geometry.

Geometry as ORCA input:
```
! wB97M-V def2-TZVPD RIJCOSX def2/J DEFGRID3
* xyz 1 2
Ag 2.65016 -8.24387 -3.59814
C 10.81130 6.19512 -5.57130
C 9.69391 6.42502 -4.58393
C 9.09324 5.08186 -4.05439
C 7.98548 5.34089 -3.00483
N 7.27299 4.05736 -2.51079
C 6.27778 3.60146 -3.61573
C 5.04202 4.55000 -3.50524
C 4.96938 4.83772 -2.03045
C 6.30285 4.52062 -1.38720
C 8.22580 2.97530 -2.00323
C 9.15598 3.50841 -0.84273
C 10.10702 2.46415 -0.37556
H 11.64331 5.65300 -5.12189
H 11.19245 7.10766 -6.02967
H 10.50928 5.51984 -6.37184
H 8.85275 6.93762 -5.05062
H 9.99819 6.97115 -3.69104
H 9.86606 4.38303 -3.73427
H 8.60839 4.60567 -4.90660
H 7.26372 6.04161 -3.42455
H 8.34300 5.88832 -2.13270
H 5.93161 2.62131 -3.28775
H 6.72563 3.50661 -4.60494
H 4.12342 4.10992 -3.89333
H 5.26676 5.46003 -4.06151
H 4.15109 4.28824 -1.56507
H 4.74032 5.88262 -1.82112
H 6.24109 3.68909 -0.68518
H 6.76099 5.30546 -0.78533
H 8.79593 2.70222 -2.89120
H 7.68652 2.08419 -1.68198
H 8.59940 3.68529 0.07762
H 9.67637 4.37093 -1.25910
H 9.64386 1.72042 0.27287
H 10.90218 2.95058 0.18941
H 10.65813 1.93844 -1.15531
As 0.28105 -2.41337 -0.24049
F 0.95225 -3.73897 -1.22272
F -0.01550 -1.39014 -1.66595
F -0.45641 -1.14193 0.83449
F 0.72197 -3.53412 1.14166
F 1.93812 -1.68874 -0.09387
F -1.25370 -3.21000 -0.39184
As 8.83389 -5.01106 -4.27027
F 7.29592 -5.53787 -3.51739
F 8.22106 -5.67932 -5.79894
F 10.29307 -4.54479 -5.20827
F 9.52111 -4.29394 -2.73662
F 9.50419 -6.63002 -3.93565
F 8.08105 -3.40664 -4.61857
C 3.28781 -8.36289 0.52948
O 2.50975 -9.16268 -0.34894
C 2.09017 -10.37807 0.34348
C 1.43827 -11.27265 -0.74475
O 0.55736 -10.55261 -1.59470
C -0.71634 -10.19966 -1.05350
C -1.44127 -9.37770 -2.08833
O -0.51838 -8.56658 -2.77624
C -1.27756 -7.68539 -3.63196
H 4.20833 -8.88927 0.78182
H 2.87530 -8.21309 1.52722
H 3.41007 -7.34492 0.15949
H 1.33421 -10.19488 1.10706
H 2.97064 -10.89170 0.72957
H 0.82571 -12.05368 -0.29435
H 2.22453 -11.75256 -1.32748
H -0.61557 -9.54587 -0.18718
H -1.26114 -11.07931 -0.71069
H -2.17892 -8.78976 -1.54215
H -2.02449 -10.08668 -2.67595
H -1.89204 -6.96049 -3.09809
H -1.92670 -8.31067 -4.24493
H -0.60658 -7.21195 -4.34871
C -3.85706 6.74481 -6.14048
O -4.79619 7.26069 -5.22776
C -6.13575 7.00816 -5.49410
C -6.94034 6.82990 -4.22557
O -6.34426 5.99873 -3.19941
C -6.09935 4.65084 -3.58911
C -5.34546 3.98781 -2.43113
O -6.30217 3.54972 -1.42506
C -6.63564 4.60795 -0.49677
H -4.07566 5.68797 -6.29347
H -2.85194 6.94517 -5.76943
H -3.89867 7.36518 -7.03575
H -6.30271 6.11221 -6.09200
H -6.56497 7.85779 -6.02515
H -7.95480 6.43262 -4.25913
H -7.02344 7.85472 -3.86374
H -5.51488 4.65750 -4.50914
H -7.07170 4.23097 -3.84667
H -4.44905 4.49353 -2.07225
H -4.91361 3.04605 -2.76979
H -7.28608 4.29056 0.31827
H -7.21213 5.43305 -0.91510
H -5.72177 4.95982 -0.01809
C 0.45263 -3.20083 12.72603
O 0.56129 -2.29189 13.83770
C 1.41282 -1.16913 13.67428
C 1.03474 -0.28982 12.47809
O 1.43428 -0.92786 11.26306
C 1.30792 -0.05169 10.18470
C 1.83487 -0.74262 8.91970
O 3.26529 -0.78189 8.96846
C 3.87488 -1.20625 7.74470
H 1.42469 -3.58337 12.41481
H 0.00846 -2.72167 11.85355
H -0.25740 -3.98119 12.99986
H 2.40717 -1.58292 13.50655
H 1.51605 -0.49633 14.52564
H 1.44098 0.70887 12.63833
H -0.04523 -0.14268 12.48936
H 1.86286 0.85298 10.43312
H 0.26203 0.23879 10.08558
H 1.41300 -0.24496 8.04651
H 1.50188 -1.77791 8.99312
H 4.95972 -1.21212 7.85044
H 3.68834 -0.57098 6.87882
H 3.64434 -2.25719 7.57011
O -2.42331 7.41981 7.15341
C -1.49989 6.66670 7.27397
O -0.63899 6.60578 8.30622
C -0.95942 7.51667 9.41897
C 0.32288 8.07516 9.88451
C -1.08008 5.75591 6.14712
H -1.48363 6.98193 10.21103
H -1.54614 8.40899 9.20073
H 0.18578 8.94692 10.52431
H 0.91692 8.37050 9.01965
H 0.91548 7.32612 10.40974
H -1.56786 4.80150 6.34532
H -0.00857 5.55823 6.17687
H -1.38139 6.07904 5.15067
O -0.82594 2.99754 -13.34243
C -1.81071 2.87214 -12.61953
O -1.93245 2.37928 -11.41896
C -0.71900 1.95779 -10.71794
C -1.08686 0.88849 -9.73640
C -3.15512 3.39368 -13.09882
H -0.36559 2.85144 -10.20354
H -0.07865 1.62766 -11.53589
H -1.76203 1.13791 -8.91784
H -0.15442 0.54259 -9.29030
H -1.45584 0.00887 -10.26387
H -3.71208 2.54534 -13.49656
H -3.10851 4.07671 -13.94699
H -3.72245 3.79465 -12.25890
O -8.63932 -4.86473 5.75067
C -8.70507 -3.61432 5.65875
O -7.72051 -2.85387 5.19378
C -6.39580 -3.27649 4.86604
C -5.43632 -3.39152 6.02670
C -9.95979 -2.76690 5.94304
H -6.03659 -2.45912 4.24076
H -6.34700 -4.24254 4.36357
H -4.46676 -3.79182 5.73035
H -5.81722 -4.16086 6.69836
H -5.32587 -2.47045 6.59899
H -9.75579 -1.69937 5.86018
H -10.50202 -3.15960 6.80320
H -10.54441 -3.02695 5.06060
O -10.80537 -6.49400 -2.07713
C -9.90364 -6.10021 -2.83629
O -9.09241 -5.05406 -2.76786
C -9.14934 -4.13756 -1.66404
C -10.33547 -3.23818 -1.71372
C -9.61990 -6.77323 -4.13601
H -8.23954 -3.54023 -1.60433
H -9.11070 -4.76240 -0.77174
H -11.23986 -3.80822 -1.50102
H -10.45799 -2.64292 -2.61858
H -10.18527 -2.52264 -0.90532
H -10.56773 -7.14151 -4.52856
H -9.02004 -7.66383 -3.94870
H -9.15060 -6.13544 -4.88507
*
```

Output
- HOMO energy (alpha / beta): -10.275 / -10.275 eV
- M: 1411.0 g mol⁻¹
- Orbital gap (alpha / beta): 3.6 / 0.4 eV
- Energy: -8923.5635 a.u.

Results of the Mulliken charge analysis, in e, for atoms 1 through 99:
1 Ag 0.98
2 C -1.36
3 C -0.41
4 C -0.46
5 C -1.30
6 N 0.41
7 C -0.65
8 C -0.70
9 C -0.62
10 C -0.75
11 C -1.10
12 C 0.15
13 C -1.52
14 H 0.35
15 H 0.38
16 H 0.35
17 H 0.32
18 H 0.34
19 H 0.40
20 H 0.29
21 H 0.49
22 H 0.58
23 H 0.50
24 H 0.42
25 H 0.42
26 H 0.29
27 H 0.37
28 H 0.29
29 H 0.44
30 H 0.41
31 H 0.49
32 H 0.54
33 H 0.21
34 H 0.28
35 H 0.37
36 H 0.38
37 H 0.38
38 As 1.99
39 F -0.51
40 F -0.48
41 F -0.51
42 F -0.52
43 F -0.50
44 F -0.46
45 As 1.98
46 F -0.52
47 F -0.49
48 F -0.49
49 F -0.50
50 F -0.48
51 F -0.50
52 C -0.79
53 O -0.21
54 C -0.59
55 C -0.42
56 O -0.06
57 C -0.35
58 C -0.69
59 O -0.24
60 C -0.75
61 H 0.34
62 H 0.32
63 H 0.33
64 H 0.38
65 H 0.47
66 H 0.38
67 H 0.35
68 H 0.32
69 H 0.46
70 H 0.40
71 H 0.40
72 H 0.33
73 H 0.37
74 H 0.25
75 C -0.66
76 O -0.33
77 C -0.59
78 C -0.63
79 O -0.27
80 C -0.13
81 C -0.78
82 O -0.36
83 C -0.60
84 H 0.30
85 H 0.21
86 H 0.30
87 H 0.40
88 H 0.42
89 H 0.41
90 H 0.26
91 H 0.24
92 H 0.34
93 H 0.33
94 H 0.38
95 H 0.29
96 H 0.20
97 H 0.28
98 C -0.55
99 O -0.40

No. 2
Density functional theory data (ωB97M-V/def2-TZVPD) for a cluster of 10 separate species, C45H98F8N10O19S8 in total at a distorted geometry.

Geometry as ORCA input:
```
! wB97M-V def2-TZVPD RIJCOSX def2/J DEFGRID3
* xyz 2 1
C -1.73760 1.56687 10.60348
C -1.29435 2.44452 9.50850
O -1.80523 2.23096 8.38347
N -0.27680 3.57543 9.79685
H -0.78484 4.42180 10.01049
H 0.18421 3.20159 10.61405
C 0.68817 3.89840 8.59158
H -2.38832 0.73064 10.34778
H -2.17971 2.29291 11.28575
H -0.91066 1.21927 11.22272
H -0.01668 4.07599 7.77934
H 1.29831 3.02237 8.37156
H 1.20837 4.80956 8.88701
C 7.64269 -9.08225 0.27673
C 7.44105 -7.63744 0.76430
C 6.88354 -6.85102 -0.45176
C 5.40497 -7.04518 -0.68385
C 4.61495 -6.50537 0.54504
C 4.97967 -7.30340 1.85676
N 6.47815 -7.64980 1.92267
O 7.07903 -7.74869 3.22562
C 4.12681 -8.58405 1.92600
C 4.63368 -6.33385 3.01604
C 8.81972 -7.03207 1.17419
H 6.79216 -9.46533 -0.28714
H 7.74205 -9.82011 1.07284
H 8.52310 -9.23615 -0.34721
H 7.42679 -6.99253 -1.38607
H 7.01386 -5.77660 -0.32235
H 5.22615 -8.11364 -0.80440
H 5.00781 -6.67888 -1.63053
H 3.56820 -6.61447 0.26130
H 4.82987 -5.43778 0.59162
H 3.06123 -8.35703 1.95902
H 4.18811 -9.06301 2.90321
H 4.24765 -9.25101 1.07238
H 4.90229 -6.71547 4.00108
H 3.58361 -6.04387 3.05310
H 5.21400 -5.41178 2.98261
H 8.59199 -6.02532 1.52448
H 9.47902 -6.91781 0.31375
H 9.35098 -7.57331 1.95709
C -1.87253 1.31535 -10.40120
C -0.93615 0.78668 -9.24454
C 0.02369 1.93368 -8.67891
C -0.81478 2.95834 -7.97642
C -1.32780 2.27214 -6.69540
C -2.35378 1.14567 -6.91312
N -1.81414 0.22964 -8.09201
O -2.53647 -0.92086 -8.33177
C -3.77618 1.63736 -7.37995
C -2.46795 0.28982 -5.64310
C 0.04404 -0.25144 -9.87231
H -2.39289 0.49819 -10.90078
H -1.21219 1.75495 -11.14874
H -2.52266 2.13428 -10.09335
H 0.47848 2.48587 -9.50131
H 0.83539 1.62876 -8.01840
H -1.64070 3.36612 -8.55923
H -0.31377 3.87113 -7.65410
H -1.82438 2.98149 -6.03334
H -0.57752 1.89430 -6.00085
H -4.35255 1.87574 -6.48604
H -4.19735 0.91055 -8.07454
H -3.87220 2.53181 -7.99544
H -3.18025 -0.51578 -5.82127
H -2.78003 0.82248 -4.74478
H -1.51049 -0.19205 -5.44518
H 0.67925 -0.85169 -9.22091
H 0.66233 0.28896 -10.58909
H -0.52598 -0.88569 -10.55121
C -3.73384 -2.55738 5.28459
C -4.40621 -3.36301 4.17481
C -3.86529 -4.78862 4.23325
N -4.25768 -5.71889 3.04267
C -3.96946 -5.08881 1.70557
C -3.48101 -7.05514 3.02401
C -4.27737 -7.92808 4.00915
C -5.71830 -7.42026 4.02994
C -5.73962 -6.13021 3.20236
H -3.81231 -3.03461 6.26141
H -4.08985 -1.53343 5.39808
H -2.70639 -2.38471 4.96424
H -4.24184 -2.84808 3.22828
H -5.47181 -3.33892 4.40290
H -4.18113 -5.24086 5.17337
H -2.78361 -4.86792 4.12468
H -2.88808 -4.95491 1.73373
H -4.52798 -4.16552 1.55160
H -4.30003 -5.74485 0.90032
H -3.44079 -7.51061 2.03455
H -2.51460 -6.79508 3.45589
H -4.32435 -8.92578 3.57271
H -3.77859 -7.86041 4.97597
H -6.34413 -8.19801 3.59227
H -6.06714 -7.02725 4.98490
H -6.04577 -6.40055 2.19177
H -6.28042 -5.29998 3.65663
C -1.01301 2.67374 3.09840
C -0.03655 2.15577 2.09961
C -0.48783 0.83789 1.47917
N 0.23395 0.56916 0.12798
C -0.05044 1.67092 -0.94828
C -0.13106 -0.86177 -0.37599
C 0.71034 -1.83864 0.42050
C 2.03745 -1.09616 0.47190
C 1.77395 0.43331 0.36603
H -1.83788 3.07245 2.50787
H -0.55232 3.51052 3.62345
H -1.28596 1.87890 3.79254
H 0.91270 2.05791 2.62634
H 0.01485 2.99691 1.40827
H -1.55569 0.87943 1.26458
H -0.44932 -0.10560 2.02363
H 0.26802 2.67119 -0.65476
H -1.11471 1.72275 -1.17791
H 0.36563 1.47076 -1.93566
H 0.27137 -0.77801 -1.38551
H -1.20961 -0.94586 -0.50930
H 0.74283 -2.75885 -0.16283
H 0.37871 -2.04772 1.43755
H 2.76182 -1.44359 -0.26477
H 2.49437 -1.28888 1.44256
H 2.47414 0.89008 -0.33340
H 1.96408 0.97552 1.29228
C 5.16249 9.50262 -1.13113
C 3.58359 9.58949 -1.00158
C 2.79241 8.58510 -1.86570
N 1.26902 8.76562 -1.71654
C 0.78595 8.56378 -0.23433
C 0.43462 7.81399 -2.52748
C 0.07397 8.53963 -3.83601
C -0.43279 9.81480 -3.17223
C 0.80770 10.13357 -2.30075
H 5.62139 10.30647 -0.55553
H 5.40737 9.42469 -2.19040
H 5.53059 8.57788 -0.68675
H 3.30522 10.62740 -1.18421
H 3.36179 9.35289 0.03905
H 3.17673 7.66711 -1.42108
H 2.98817 8.61592 -2.93754
H 1.01432 9.42656 0.39141
H 1.36659 7.68554 0.04793
H -0.27735 8.32403 -0.23709
H -0.39716 7.30925 -2.03607
H 1.14921 7.04107 -2.81044
H -0.66558 7.89293 -4.30817
H 0.89162 8.60704 -4.55365
H -1.33137 9.51663 -2.63210
H -0.58573 10.60778 -3.90427
H 0.59342 10.80807 -1.47175
H 1.60652 10.56084 -2.90691
N 2.03901 -1.41269 -4.94407
S 2.26140 -2.86119 -5.01687
O 2.37469 -3.68356 -3.80310
O 2.91401 -3.27604 -6.30268
F 0.77864 -3.17552 -5.31240
S 3.64121 -0.94415 -4.95862
O 4.13323 -0.60597 -6.27730
O 4.61254 -1.64211 -4.07596
F 3.59919 0.47903 -4.17589
N -7.39724 -1.21879 1.27576
S -8.51215 -0.58480 1.98881
O -9.81086 -0.61698 1.29311
O -8.24410 0.45680 2.93007
F -8.64673 -1.77540 3.07616
S -6.91245 0.19129 0.46028
O -5.77813 0.92399 0.98660
O -7.90858 0.81331 -0.41666
F -6.19417 -0.72235 -0.64706
N 3.34792 -1.59159 6.85705
S 1.82223 -1.27333 6.14074
O 1.39816 -2.26867 5.14022
O 1.38517 0.12581 6.01793
F 1.00248 -1.54627 7.53086
S 4.04290 -0.43334 6.24978
O 3.96085 0.71323 7.15021
O 4.18331 -0.22928 4.78867
F 5.52388 -0.98872 6.60546
N -4.58210 6.95311 -0.96224
S -5.26082 6.26696 -2.45206
O -6.67138 6.03893 -2.42579
O -4.42987 5.40444 -3.30461
F -5.15761 7.53152 -3.44313
S -4.60077 5.72234 -0.21727
O -3.63011 4.72213 -0.62171
O -5.83877 5.23416 0.41688
F -3.86779 6.27378 1.12678
*
```

Output
- HOMO energy: -10.305 eV
- M: 1491.8 g mol⁻¹
- Orbital gap: 2.2 eV
- Energy: -7733.5667 a.u.

Results of the Mulliken charge analysis, in e, for atoms 1 through 99:
1 C -1.18
2 C 0.63
3 O -0.43
4 N -0.17
5 H 0.37
6 H 0.39
7 C -0.78
8 H 0.31
9 H 0.39
10 H 0.40
11 H 0.36
12 H 0.38
13 H 0.32
14 C -1.67
15 C 1.26
16 C -1.03
17 C -0.90
18 C -0.98
19 C 1.32
20 N 0.86
21 O -0.23
22 C -1.65
23 C -1.88
24 C -1.63
25 H 0.34
26 H 0.43
27 H 0.44
28 H 0.52
29 H 0.39
30 H 0.26
31 H 0.51
32 H 0.46
33 H 0.39
34 H 0.43
35 H 0.43
36 H 0.35
37 H 0.43
38 H 0.44
39 H 0.45
40 H 0.45
41 H 0.41
42 H 0.39
43 C -1.46
44 C 0.83
45 C -1.05
46 C -0.72
47 C -1.28
48 C 1.39
49 N 0.70
50 O -0.24
51 C -1.50
52 C -1.83
53 C -1.52
54 H 0.44
55 H 0.41
56 H 0.32
57 H 0.48
58 H 0.49
59 H 0.33
60 H 0.42
61 H 0.51
62 H 0.49
63 H 0.48
64 H 0.41
65 H 0.34
66 H 0.46
67 H 0.44
68 H 0.46
69 H 0.40
70 H 0.41
71 H 0.41
72 C -1.58
73 C 0.07
74 C -0.77
75 N 0.16
76 C -1.18
77 C -0.55
78 C -0.54
79 C -0.57
80 C -0.44
81 H 0.36
82 H 0.43
83 H 0.34
84 H 0.23
85 H 0.32
86 H 0.35
87 H 0.38
88 H 0.46
89 H 0.42
90 H 0.44
91 H 0.41
92 H 0.30
93 H 0.36
94 H 0.31
95 H 0.34
96 H 0.30
97 H 0.39
98 H 0.25
99 C -1.73

Number 1 is which compound? C45H98AgAs2F12NO17